Record 1
Entry from the OMol25 dataset: C32H49N5O6S3 as an isolated structure at a distorted geometry (wB97M-V/def2-TZVPD).

```
95
Properties=species:S:1:pos:R:3
C 2.411 -1.604 3.240
C 2.209 -0.994 4.588
C 2.604 -1.989 5.631
S 1.961 -3.685 5.102
O 0.676 -4.021 5.770
O 2.954 -4.692 5.049
C 1.709 -3.060 3.289
H 3.442 -1.751 2.917
H 1.982 -1.016 2.429
H 1.213 -0.648 4.865
H 2.857 -0.130 4.731
H 2.299 -1.705 6.638
H 3.694 -1.988 5.634
H 0.630 -2.916 3.232
H 2.059 -3.822 2.593
C 3.192 1.905 -3.462
C 1.759 1.511 -2.992
C 1.480 2.260 -1.681
S 2.366 3.891 -1.743
O 3.379 4.014 -0.701
O 1.678 4.995 -2.333
C 3.407 3.382 -3.096
H 3.169 1.819 -4.548
H 3.774 1.139 -2.950
H 1.551 0.484 -2.690
H 1.016 1.753 -3.752
H 1.986 1.674 -0.914
H 0.407 2.418 -1.569
H 4.377 3.673 -2.693
H 3.082 4.136 -3.813
C -1.423 -0.455 -5.684
C -1.074 0.941 -6.188
C -1.346 2.026 -5.240
S -1.515 1.125 -3.572
O -2.917 1.154 -3.089
O -0.434 1.605 -2.624
C -1.052 -0.546 -4.174
H -0.833 -1.243 -6.152
H -2.491 -0.608 -5.843
H -1.625 1.265 -7.071
H 0.004 0.889 -6.340
H -2.273 2.593 -5.328
H -0.529 2.746 -5.260
H -1.453 -1.312 -3.511
H 0.022 -0.374 -4.092
N -0.970 3.172 1.056
C -0.443 3.492 -0.146
C 0.658 4.356 0.002
C 0.899 4.438 1.367
C -0.234 3.894 2.000
H -1.537 2.348 1.202
H -0.910 3.105 -1.040
H 1.270 4.812 -0.762
H 1.773 4.884 1.818
H -0.577 3.878 3.024
N -0.850 -2.948 4.740
C -1.331 -2.991 3.462
C -1.274 -1.742 2.863
C -0.683 -0.843 3.813
C -0.466 -1.636 4.936
H -0.807 -3.717 5.393
H -1.886 -3.881 3.205
H -1.690 -1.404 1.925
H -0.350 0.185 3.827
H -0.046 -1.209 5.835
N 0.292 -1.825 -0.113
C 1.450 -2.273 0.450
C 1.619 -3.543 -0.094
C 0.474 -3.828 -0.795
C -0.296 -2.747 -0.896
H -0.090 -0.900 0.024
H 2.217 -1.868 1.095
H 2.345 -4.319 0.101
H 0.160 -4.807 -1.126
H -1.294 -2.536 -1.250
N -0.931 0.153 1.684
C -1.429 0.355 0.408
C -0.537 0.949 -0.477
C 0.523 1.203 0.429
C 0.388 0.600 1.715
H -1.457 -0.195 2.472
H -2.472 0.098 0.296
H -0.716 1.269 -1.493
H 1.408 1.751 0.140
H 1.029 0.429 2.567
N -4.925 -0.534 -1.453
C -5.336 -1.676 -0.921
C -4.443 -1.973 0.156
C -3.426 -1.104 0.075
C -3.776 -0.204 -0.931
H -5.300 -0.104 -2.286
H -6.219 -2.226 -1.210
H -4.528 -2.758 0.893
H -2.485 -1.072 0.604
H -3.174 0.655 -1.187
```

Calculated values
Frontier orbital gap ... 7.07 eV
DFT total energy ... -86198.616 eV
E_HOMO ... -7.17 eV



Record 2
Entry from the OMol25 dataset: C32H50BrN3SiW as an isolated structure at a distorted geometry (wB97M-V/def2-TZVPD).

```
88
Properties=species:S:1:pos:R:3
W 0.372 0.498 0.359
C -0.942 -0.461 1.921
C 0.239 -1.303 1.811
C 0.202 -1.840 0.470
C -0.995 -1.307 -0.149
C -1.765 -0.600 0.772
C -3.276 -0.419 0.761
C -3.766 -1.541 1.699
C -3.772 0.917 1.320
C -3.849 -0.647 -0.639
C 0.858 -3.008 -0.301
C 2.145 -3.606 0.269
C -0.219 -4.111 -0.303
C 1.167 -2.620 -1.750
C 1.037 -1.679 3.079
C 2.549 -1.436 2.981
C 0.528 -0.855 4.268
C 0.734 -3.157 3.434
H -1.284 -0.033 2.847
H -1.335 -1.603 -1.126
H -3.511 -1.331 2.741
H -3.337 -2.510 1.424
H -4.854 -1.617 1.624
H -3.220 1.224 2.215
H -4.821 0.816 1.602
H -3.720 1.714 0.582
H -3.706 -1.680 -0.971
H -3.393 0.020 -1.383
H -4.924 -0.452 -0.633
H 1.966 -4.195 1.161
H 2.913 -2.861 0.472
H 2.551 -4.287 -0.482
H -0.580 -4.320 0.708
H 0.222 -5.029 -0.698
H -1.077 -3.859 -0.934
H 2.111 -2.084 -1.799
H 0.392 -2.006 -2.212
H 1.272 -3.528 -2.347
H 2.789 -0.447 3.360
H 2.922 -1.509 1.966
H 3.097 -2.155 3.595
H 0.609 0.221 4.105
H 1.138 -1.102 5.139
H -0.508 -1.098 4.521
H 1.481 -3.837 3.044
H -0.249 -3.471 3.072
H 0.734 -3.278 4.518
C 4.201 1.136 1.583
C 3.761 0.670 0.228
C 4.701 0.251 -0.681
C 4.323 -0.051 -1.989
C 3.016 0.108 -2.388
C 2.110 0.598 -1.453
N 2.463 0.805 -0.156
N 0.760 0.894 -1.632
Si 0.294 1.392 -3.302
C -1.209 2.469 -3.402
C -0.062 -0.126 -4.291
C 1.701 2.392 -3.983
H 4.807 2.037 1.465
H 4.823 0.386 2.068
H 3.377 1.375 2.237
H 5.737 0.195 -0.373
H 5.065 -0.401 -2.699
H 2.693 -0.132 -3.393
H -2.159 1.955 -3.215
H -1.235 2.801 -4.449
H -1.138 3.369 -2.786
H -0.952 -0.644 -3.914
H 0.763 -0.845 -4.313
H -0.269 0.168 -5.328
H 2.328 2.832 -3.200
H 1.286 3.213 -4.576
H 2.351 1.808 -4.642
C -3.682 4.144 -1.142
C -2.499 3.836 -0.258
C -2.050 4.708 0.722
C -0.980 4.372 1.547
C -0.409 3.156 1.324
Br 1.021 2.428 2.326
N -0.779 2.297 0.378
C -1.823 2.632 -0.386
H -4.164 5.073 -0.841
H -4.428 3.345 -1.095
H -3.376 4.243 -2.186
H -2.547 5.662 0.861
H -0.623 5.026 2.331
H -2.121 1.893 -1.109
```

Calculated values
Total charge ... +2
Frontier orbital gap (spin up / spin down) ... 6.94 / 6.91 eV
DFT total energy ... -118199.928 eV
E_HOMO (spin up / spin down) ... -13.96 / -13.96 eV



Record 3
Entry from the OMol25 dataset: C32H50Ge2N2O8S2Si2V as an isolated structure (wB97M-V/def2-TZVPD).

```
99
Properties=species:S:1:pos:R:3
V 0.373 0.308 0.787
O 3.299 0.205 3.002
C 2.436 0.788 2.408
O 2.125 0.503 1.133
C 1.648 1.906 3.051
C 2.311 2.526 4.104
C 1.725 3.582 4.769
C 0.472 4.055 4.429
C -0.202 3.415 3.415
C 0.336 2.322 2.691
O -0.371 1.800 1.726
N -1.550 3.928 3.120
O -2.399 3.149 2.743
O -1.746 5.110 3.345
N 2.443 4.223 5.875
O 1.889 5.140 6.452
O 3.554 3.811 6.143
H 3.292 2.172 4.381
H 0.030 4.893 4.942
C 1.383 3.901 -2.397
C 1.451 2.868 -1.271
Ge -0.249 1.884 -1.158
C -1.706 3.127 -0.644
C -2.589 3.538 -1.819
C -0.761 1.054 -2.837
C -0.955 -0.267 -2.832
Ge -0.355 -1.219 -1.208
C -1.783 -2.463 -0.627
C -2.106 -3.644 -1.542
C 1.384 -2.056 -1.646
C 1.446 -3.581 -1.639
C -1.436 -0.979 -4.040
C -2.397 -0.398 -4.872
C -2.836 -1.045 -6.016
C -2.322 -2.289 -6.357
C -1.370 -2.879 -5.539
C -0.939 -2.233 -4.390
H 2.304 4.486 -2.444
H 0.554 4.603 -2.268
H 1.267 3.410 -3.365
H 1.638 3.351 -0.307
H 2.266 2.162 -1.438
H -1.229 4.004 -0.196
H -2.307 2.674 0.144
H -2.017 4.025 -2.613
H -3.373 4.233 -1.506
H -3.080 2.669 -2.265
H -0.916 1.619 -3.755
H -2.680 -1.856 -0.494
H -1.516 -2.822 0.363
H -2.509 -3.313 -2.500
H -2.856 -4.291 -1.077
H -1.230 -4.261 -1.750
H 2.158 -1.640 -1.000
H 1.647 -1.652 -2.628
H 1.072 -4.016 -0.709
H 2.479 -3.914 -1.762
H 0.868 -4.031 -2.450
H -2.814 0.564 -4.600
H -3.585 -0.576 -6.643
H -2.663 -2.795 -7.252
H -0.954 -3.846 -5.796
H -0.182 -2.704 -3.775
C 5.484 1.714 -4.587
O 5.304 1.327 -3.234
C 4.179 0.652 -2.879
S 3.009 0.305 -4.037
S 4.104 0.289 -1.239
H 6.440 2.235 -4.609
H 4.680 2.371 -4.920
H 5.504 0.846 -5.247
C -3.145 -2.463 2.712
Si -2.190 -0.855 2.468
C -2.298 0.039 4.121
C -3.118 0.178 1.187
C -0.343 -1.035 2.081
Si 0.639 -2.624 2.456
C 0.889 -2.553 4.325
C 2.339 -2.741 1.659
C -0.231 -4.249 2.069
H -4.185 -2.189 2.916
H -2.779 -3.024 3.575
H -3.141 -3.124 1.846
H -3.340 0.198 4.412
H -1.821 1.020 4.071
H -1.810 -0.538 4.912
H -4.029 -0.336 0.871
H -2.556 0.404 0.276
H -3.398 1.137 1.629
H 0.087 -0.400 2.893
H 1.570 -1.737 4.584
H 1.333 -3.482 4.694
H -0.052 -2.392 4.858
H 2.718 -1.838 1.184
H 2.362 -3.539 0.916
H 3.058 -3.000 2.442
H -1.225 -4.344 2.500
H 0.397 -5.035 2.502
H -0.302 -4.453 0.999
```

Calculated values
Total charge ... -1
Frontier orbital gap (spin up / spin down) ... 5.04 / 5.04 eV
DFT total energy ... -229498.265 eV
E_HOMO (spin up / spin down) ... -4.11 / -4.11 eV



Record 4
Entry from the OMol25 dataset: C32H50N11S3Sr as an isolated structure at a distorted geometry (wB97M-V/def2-TZVPD).

```
97
Properties=species:S:1:pos:R:3
Sr -0.060 -0.274 -2.505
C -1.202 -4.906 1.767
C -1.652 -5.324 0.373
N -0.811 -4.820 -0.691
C -0.871 -3.554 -1.195
S 0.247 -3.231 -2.477
N -1.788 -2.794 -0.620
N -1.859 -1.503 -1.068
C -2.822 -0.823 -0.546
C -3.777 -1.446 0.428
C -2.968 0.611 -0.938
C -4.133 1.329 -0.680
C -4.203 2.657 -1.071
C -3.127 3.233 -1.719
C -2.003 2.454 -1.950
N -1.930 1.186 -1.556
H -1.857 -5.334 2.530
H -1.233 -3.820 1.855
H -0.181 -5.241 1.967
H -2.670 -4.973 0.199
H -1.662 -6.413 0.287
H -0.071 -5.388 -1.060
H -3.212 -1.896 1.246
H -4.313 -2.272 -0.045
H -4.487 -0.735 0.839
H -4.978 0.867 -0.193
H -5.100 3.230 -0.871
H -3.145 4.264 -2.046
H -1.121 2.828 -2.461
C 3.533 -1.537 -2.198
N 3.748 -2.688 -1.344
C 4.037 -3.991 -1.906
C 3.939 -4.863 -0.665
N 2.901 -4.198 0.109
C 2.877 -4.560 1.511
C 2.864 -2.844 -0.283
N 2.139 -1.875 0.101
C 1.112 -2.035 1.100
C 0.082 -0.912 0.973
N 0.643 0.412 0.966
C 0.454 1.267 1.879
N 0.926 2.568 1.773
C 1.345 3.087 0.490
C 0.208 3.430 2.682
C -0.210 2.458 3.777
N -0.280 1.181 3.078
C -0.214 -0.012 3.902
H 4.010 -0.642 -1.805
H 2.466 -1.338 -2.217
H 3.910 -1.745 -3.199
H 5.030 -4.020 -2.356
H 3.293 -4.286 -2.657
H 4.895 -4.867 -0.120
H 3.660 -5.895 -0.887
H 2.929 -5.648 1.584
H 1.960 -4.241 1.993
H 3.730 -4.141 2.063
H 1.528 -2.045 2.118
H 0.558 -2.974 0.958
H -0.713 -1.066 1.719
H -0.404 -1.066 0.003
H 1.630 2.264 -0.161
H 2.202 3.751 0.612
H 0.539 3.652 0.005
H -0.666 3.890 2.200
H 0.847 4.229 3.062
H -1.172 2.724 4.219
H 0.543 2.418 4.576
H -0.040 0.279 4.941
H 0.611 -0.656 3.596
H -1.136 -0.596 3.871
C 3.373 2.329 -4.587
C 1.952 1.921 -4.227
S 1.624 2.055 -2.475
C 1.099 1.510 -5.190
C 1.545 1.447 -6.635
S -0.595 0.977 -5.006
H 3.926 2.568 -3.682
H 3.394 3.214 -5.233
H 3.915 1.535 -5.113
H 2.461 2.004 -6.833
H 0.755 1.839 -7.279
H 1.705 0.408 -6.943
N -1.208 2.362 1.288
C -1.711 3.403 2.022
C -1.696 4.711 1.520
C -2.225 5.752 2.263
C -2.781 5.531 3.517
C -2.797 4.235 4.017
C -2.272 3.182 3.287
H -1.031 1.486 1.750
H -0.600 2.542 0.506
H -1.266 4.896 0.543
H -2.198 6.754 1.851
H -3.192 6.349 4.093
H -3.223 4.036 4.993
H -2.283 2.175 3.689
```

Calculated values
Total charge ... -1
Frontier orbital gap ... 5.17 eV
DFT total energy ... -83722.955 eV
E_HOMO ... -2.92 eV